No. 1
The molecule C6H6O2 at a distorted geometry. Source: the Open Molecules 2025 dataset; level of theory: ωB97M-V/def2-TZVPD.

```
14
Properties=species:S:1:pos:R:3
C -1.9311 -0.2069 0.8223
C -0.5883 0.1262 0.2952
C 0.0058 1.2634 -0.0413
C 1.3774 0.9969 -0.5447
O 2.1864 1.8827 -0.7444
C 1.6454 -0.4694 -0.6419
C 0.2588 -0.9905 -0.1706
O 0.0295 -2.2147 -0.2780
H -2.1273 -1.2775 0.6185
H -1.9978 0.0089 1.9387
H -2.7393 0.3054 0.3171
H -0.4191 2.2545 0.1004
H 2.4597 -0.8220 -0.0177
H 1.8400 -0.8571 -1.6537
```

As for the HOMO energy: -9.64 eV. The value obtained for the LUMO energy is -0.59 eV. The charge is 0.

Atom charges from the natural (NBO) analysis, given in e for atoms 1 to 2: -0.6667, -0.0487

No. 2
The molecule C6H6O2 at a distorted geometry. Source: the Open Molecules 2025 dataset; level of theory: ωB97M-V/def2-TZVPD.

```
14
Properties=species:S:1:pos:R:3
O 3.4165 -0.6743 -0.1382
C 2.2611 -0.5217 -0.1635
C 1.0316 -0.3624 0.0318
C -0.2098 -1.0756 0.5440
C -1.3877 -0.3063 -0.0295
C -0.9193 1.0665 -0.3428
O -0.1126 1.6733 0.6715
C 0.6123 1.0387 -0.3842
H -0.1547 -2.2163 0.3298
H -0.2309 -0.9570 1.5985
H -1.7109 -0.8653 -0.8867
H -2.2285 -0.3024 0.7088
H -1.5159 1.6719 -0.9926
H 1.1487 1.8309 -0.9471
```

As for the HOMO energy: -8.74 eV. The value obtained for the LUMO energy is 0.85 eV. The charge is 0.

Atom charges from the natural (NBO) analysis, given in e for atoms 1 to 2: -0.4629, 0.7159

No. 3
The molecule C6H6O2 at a distorted geometry. Source: the Open Molecules 2025 dataset; level of theory: ωB97M-V/def2-TZVPD.

```
14
Properties=species:S:1:pos:R:3
C -1.9148 0.1125 -0.3442
C -1.1946 1.1527 -0.1488
C 0.0724 0.7811 0.5126
C 1.4530 1.0256 -0.0604
O 2.0137 -0.2327 -0.3002
C 0.9748 -1.2092 -0.1599
C -0.1922 -0.8500 0.4216
O -1.4139 -1.0450 0.0882
H -3.0627 0.1275 -0.5950
H -1.5813 2.2344 -0.2534
H 0.0826 0.9147 1.5108
H 2.0016 1.5100 0.7713
H 1.2710 1.6315 -1.0049
H 1.2992 -2.2728 -0.0590
```

As for the HOMO energy: -8.15 eV. The value obtained for the LUMO energy is 0.87 eV. The charge is 0.

Atom charges from the natural (NBO) analysis, given in e for atoms 1 to 2: 0.1289, -0.3012

No. 4
A structure of composition C6H6O2Sn at a distorted geometry. Source: the Open Molecules 2025 dataset; level of theory: ωB97M-V/def2-TZVPD.

```
15
Properties=species:S:1:pos:R:3
Sn -0.0428 -4.6022 1.1665
C 0.5787 1.2759 -0.7667
C 1.1065 0.0147 -0.6700
C 0.4762 -0.9531 0.1263
C -0.7418 -0.6705 0.7375
C -1.3242 0.5637 0.5968
C -0.6453 1.5550 -0.1273
O -1.1736 2.7735 -0.1502
O 1.0478 -2.2085 0.2375
H 1.1811 2.0805 -1.1696
H 2.0301 -0.1844 -1.2034
H -1.2273 -1.4147 1.3622
H -2.2570 0.7857 1.0948
H -0.6117 3.3484 -0.6900
H 1.6033 -2.3640 -0.5444
```

As for the HOMO energy: -15.03 eV. The value obtained for the LUMO energy is -11.84 eV. The charge is +2.

Atom charges from the natural (NBO) analysis, given in e for atoms 1 to 2: 1.4983, -0.2387

No. 5
A structure of composition C6H6O3 at a distorted geometry. Source: the Open Molecules 2025 dataset; level of theory: ωB97M-V/def2-TZVPD.

```
15
Properties=species:S:1:pos:R:3
C -1.0921 1.7941 0.0281
C -1.0752 -1.0109 0.5178
C -0.4587 -1.0936 -0.8689
C -0.2356 0.7481 0.6880
C 0.9993 -0.5883 -0.6723
C 1.8898 -1.2310 0.1248
O -1.2673 -1.8482 1.3275
O -1.0695 -0.8490 -1.8777
O 0.3620 0.9263 1.7066
H 1.3533 -0.1722 -1.6108
H -0.5792 2.7560 0.0308
H -2.0135 1.8940 0.6013
H -1.3566 1.5044 -0.9877
H 1.6062 -1.5424 1.1205
H 2.9372 -1.2874 -0.1280
```

As for the HOMO energy: -8.59 eV. The value obtained for the LUMO energy is -0.96 eV. The charge is 0.

Atom charges from the natural (NBO) analysis, given in e for atoms 1 to 2: -0.7403, 0.4670

No. 6
The ion C6H6O3PS with charge -1 at a distorted geometry. Source: the Open Molecules 2025 dataset; level of theory: ωB97M-V/def2-TZVPD.

```
17
Properties=species:S:1:pos:R:3
O -1.0544 3.5449 1.3465
P -1.1204 2.2775 2.0749
O -2.1706 1.8487 2.9965
O 0.4185 1.9639 2.9238
S 1.3002 0.6560 2.6671
C -0.0651 -0.2684 1.4964
C 0.6769 -1.2462 0.5439
C 1.0462 -0.7678 -0.7007
C 0.7267 0.5621 -1.0790
C -0.2926 1.2549 -0.4487
C -0.8787 0.8087 0.8594
H -0.7734 -0.7820 2.1293
H 0.5799 -2.3238 0.8126
H 1.3909 -1.4794 -1.5719
H 0.9357 0.8953 -2.1135
H -0.9570 1.9754 -0.8761
H -1.8862 0.5604 0.8396
```

As for the HOMO energy: -4.00 eV. The value obtained for the LUMO energy is 3.43 eV. The charge is -1.

Atom charges from the natural (NBO) analysis, given in e for atoms 1 to 2: -1.1310, 2.3664

No. 7
A cluster of 2 separate species, C6H6OS in total at a distorted geometry. Source: the Open Molecules 2025 dataset; level of theory: ωB97M-V/def2-TZVPD.

```
14
Properties=species:S:1:pos:R:3
C 1.0174 -0.2327 0.2512
C 0.5354 1.3772 0.4739
C -0.7289 1.1341 -0.3240
C -0.4039 -0.2989 -0.5316
C -1.3238 -1.4285 -0.2902
C -2.4418 -1.9790 0.1694
H 3.2140 1.0570 -0.8256
H 1.0200 -0.9278 1.2207
H 1.3335 2.1408 -0.0017
H 0.2728 1.6484 1.7133
H -0.0340 -0.6659 -1.6167
H -3.1950 -2.8413 0.4251
O -1.7922 1.7500 -0.4102
S 2.5266 -0.7333 -0.2537
```

As for the HOMO energy: -9.14 eV. The value obtained for the LUMO energy is -1.24 eV. The charge is 0.

Atom charges from the natural (NBO) analysis, given in e for atoms 1 to 2: -0.4528, -0.4835

No. 8
The molecule C6H6OS at a distorted geometry. Source: the Open Molecules 2025 dataset; level of theory: ωB97M-V/def2-TZVPD.

```
14
Properties=species:S:1:pos:R:3
C -1.0909 1.5268 0.1956
O -0.6717 2.3285 -0.8385
C 0.2521 1.5712 -1.5867
C 0.4432 0.3952 -0.9041
C -0.4819 0.2800 0.1582
C -0.3441 -0.9127 1.0755
C 0.8596 -1.7893 0.3376
S 1.3290 -0.9735 -1.2108
H -1.9236 2.0433 0.7259
H 0.6789 2.2054 -2.3018
H -0.1701 -0.4693 2.0281
H -1.3124 -1.4665 1.0772
H 1.8608 -1.8996 0.9102
H 0.5713 -2.8395 0.3334
```

As for the HOMO energy: -7.84 eV. The value obtained for the LUMO energy is 0.90 eV. The charge is 0.

Atom charges from the natural (NBO) analysis, given in e for atoms 1 to 2: 0.1099, -0.4140

No. 9
The molecule C6H6S at a distorted geometry. Source: the Open Molecules 2025 dataset; level of theory: ωB97M-V/def2-TZVPD.

```
13
Properties=species:S:1:pos:R:3
C -2.0266 -0.7144 -0.0098
C -0.9195 -1.4324 0.1923
C 0.3396 -0.5099 -0.2100
S 2.0970 -0.1273 -0.1469
C 0.5050 0.6390 0.5054
C -0.6302 1.5032 0.0599
C -1.8612 0.7549 -0.2005
H -3.0740 -1.2513 -0.2224
H -0.5024 -2.5565 0.6377
H 0.0385 -0.1981 -1.1394
H 0.5868 0.6334 1.6014
H -0.2703 2.5588 -0.0124
H -2.7730 1.4082 -0.5379
```

As for the HOMO energy: -8.75 eV. The value obtained for the LUMO energy is 0.00 eV. The charge is 0.

Atom charges from the natural (NBO) analysis, given in e for atoms 1 to 2: -0.3046, -0.1405

No. 10
The molecule C6H7BS at a distorted geometry. Source: the Open Molecules 2025 dataset; level of theory: ωB97M-V/def2-TZVPD.

```
15
Properties=species:S:1:pos:R:3
B -1.8980 0.7694 0.3947
C -0.8644 0.0959 -0.6965
C 0.3270 0.9612 -1.0465
C 1.4788 0.8516 -0.4107
C 1.6470 -0.1488 0.6645
C 0.7886 -1.1969 0.7877
C -0.4326 -1.2379 0.0657
S -1.4589 -2.4388 -0.0216
H -1.4567 1.4508 1.1714
H -2.8473 0.2939 0.4299
H -1.2672 -0.2962 -1.6538
H 0.2780 1.6303 -1.8300
H 2.2573 1.5551 -0.6180
H 2.4596 -0.2560 1.3484
H 0.9889 -2.0336 1.4146
```

As for the HOMO energy: -8.35 eV. The value obtained for the LUMO energy is -0.72 eV. The charge is 0.

Atom charges from the natural (NBO) analysis, given in e for atoms 1 to 2: 0.5466, -0.6457

No. 11
The molecule C6H7Br2NO at a distorted geometry. Source: the Open Molecules 2025 dataset; level of theory: ωB97M-V/def2-TZVPD.

```
17
Properties=species:S:1:pos:R:3
C -0.8768 -0.6909 -2.3659
O 0.1360 0.0491 -1.7679
C -0.3472 0.7267 -0.2936
Br -1.7655 2.0617 -0.7821
N -0.9976 -0.3900 0.3720
C -0.5295 -0.9152 1.3917
C 0.7528 -0.5476 1.9661
C 1.3460 0.7291 1.3172
C 0.8320 1.2212 0.2006
Br 1.5658 2.7376 -0.7454
H -1.8966 -0.2627 -2.2099
H -0.8467 -1.8001 -2.0488
H -0.7126 -0.6217 -3.4189
H -1.1491 -1.5755 1.9883
H 1.3799 -1.3710 1.6570
H 0.8040 -0.4867 2.9687
H 2.3051 1.1358 1.7711
```

As for the HOMO energy: -9.54 eV. The value obtained for the LUMO energy is 0.14 eV. The charge is 0.

Atom charges from the natural (NBO) analysis, given in e for atoms 1 to 2: -0.2597, -0.5693

No. 12
A structure of composition C6H7Br3O3 at a distorted geometry. Source: the Open Molecules 2025 dataset; level of theory: ωB97M-V/def2-TZVPD.

```
19
Properties=species:S:1:pos:R:3
C 1.0532 2.4559 0.2940
C 2.2948 2.8926 0.4287
C 0.8499 1.0381 0.0393
C -2.3426 -0.5990 0.3459
C -0.9173 -0.5538 -0.2806
C 4.8955 -0.0910 -0.2100
O 1.7597 0.2255 0.2269
O 3.3824 3.3272 0.5764
O -0.3590 0.7411 -0.3740
Br 5.5937 0.5523 1.4600
Br 5.0636 -2.0492 -0.1636
Br 5.8653 0.6625 -1.5773
H 0.2075 3.1214 0.2546
H -2.2199 0.1450 1.1309
H -3.0475 -0.2926 -0.3391
H -2.4829 -1.6094 0.6965
H -0.7252 -0.9738 -1.2583
H -0.2467 -1.2296 0.3058
H 3.7968 0.2214 -0.0577
```

As for the HOMO energy: -9.73 eV. The value obtained for the LUMO energy is 0.24 eV. The charge is 0.

Atom charges from the natural (NBO) analysis, given in e for atoms 1 to 2: -0.6614, 0.8070

No. 13
The ion C6H7BrNO with charge +1 at a distorted geometry. Source: the Open Molecules 2025 dataset; level of theory: ωB97M-V/def2-TZVPD.

```
16
Properties=species:S:1:pos:R:3
C 0.8457 -0.8762 0.9734
C -0.2526 -1.6668 0.9101
C 1.2114 0.3752 0.3791
C -1.2806 -1.4114 -0.1514
C -2.2220 -0.6579 0.3393
C 0.5725 2.3485 -0.9255
N 0.3558 1.1326 -0.1555
O -1.2791 -1.9848 -1.3172
Br -2.8034 0.6084 1.3444
H 1.7432 -1.0854 1.6656
H -0.5937 -2.5708 1.4410
H 2.2319 0.5613 0.4276
H 0.6627 2.1382 -2.0011
H -0.1448 3.1904 -0.6487
H 1.7107 2.6750 -0.8385
H -0.7577 -2.7764 -1.4428
```

As for the HOMO energy: -13.31 eV. The value obtained for the LUMO energy is -6.54 eV. The charge is +1.

Atom charges from the natural (NBO) analysis, given in e for atoms 1 to 2: -0.0974, -0.2428

No. 14
A structure of composition C6H7BrO3S at a distorted geometry. Source: the Open Molecules 2025 dataset; level of theory: ωB97M-V/def2-TZVPD.

```
18
Properties=species:S:1:pos:R:3
C 1.4293 0.4843 -0.3595
C 0.4579 1.4461 -0.0134
C 0.8662 -0.7824 -0.0380
C -0.6614 0.7821 0.5203
C 0.7164 2.8970 -0.0695
C 1.3715 -2.2089 -0.1104
O -3.4084 -2.3753 1.3611
O -3.3353 -2.0228 -1.1321
O -0.4040 -0.5996 0.4765
S -3.7379 -1.5543 0.1668
Br -2.5366 1.1254 0.8128
H 2.3426 0.5925 -0.8382
H 1.4432 3.1216 -0.8860
H 1.2542 3.1935 0.7845
H -0.2158 3.6212 -0.1265
H 1.0310 -2.8524 0.6753
H 2.4241 -2.0800 -0.2990
H 0.9632 -2.7878 -0.9246
```

As for the HOMO energy: -8.39 eV. The value obtained for the LUMO energy is -0.72 eV. The charge is 0.

Atom charges from the natural (NBO) analysis, given in e for atoms 1 to 2: -0.3316, -0.0904

No. 15
A structure of composition C6H7CaLiO4 at a distorted geometry. Source: the Open Molecules 2025 dataset; level of theory: ωB97M-V/def2-TZVPD.

```
19
Properties=species:S:1:pos:R:3
C -0.2128 -1.2372 1.0675
C -0.2930 -0.1452 0.3654
C -0.3846 1.2969 0.6576
C 0.9939 2.0041 0.5561
O 0.9272 3.3233 0.8370
Li 0.0655 4.6252 1.5188
H -0.7705 1.4369 1.6780
H -1.0905 1.7706 -0.0436
H 1.3945 1.8229 -0.4836
H 1.6952 1.4413 1.2129
C -0.9867 -1.4567 -1.7130
O -0.5441 -2.8117 -0.6935
C -0.1340 -2.5263 0.4825
O 0.5690 -3.4807 1.0386
H -0.8589 -1.8731 -2.7169
H -2.0410 -1.3455 -1.4158
H 0.8632 -3.2106 1.9207
O -0.2421 -0.3798 -1.4163
Ca 1.0496 0.7456 -2.8524
```

As for the HOMO energy (spin up / spin down): -9.10 / -11.84 eV. The value obtained for the LUMO energy (spin up / spin down) is -3.12 / -3.66 eV. The charge is +1. The expectation value of S² is 0.750. As for the spin multiplicity: 2.

Atom charges from the natural (NBO) analysis, given in e for atoms 1 to 2: -0.3983, 0.2952